Record 1
This record from the Open Molecules 2025 dataset describes the molecule C4H11NO. The level of theory is ωB97M-V/def2-TZVPD.

The geometry in XYZ format:
```
17
Properties=species:S:1:pos:R:3:lowdin_charge:R:1
C 2.4976 -0.2583 -0.0280 -0.1433
C 0.1221 -0.6322 0.0261 -0.2358
C -1.2433 -0.1791 -0.4617 -0.4386
C -1.6453 1.2027 0.0393 -0.0537
H 2.6568 -1.1656 -0.6327 0.0815
H 2.6352 -0.5363 1.0253 0.0741
H 3.2668 0.4698 -0.2944 0.0750
H 1.0729 1.1558 0.1860 0.0947
H 0.3366 -1.6115 -0.4239 0.1276
H 0.0632 -0.7974 1.1186 0.1237
H -1.2384 -0.2101 -1.5502 0.1423
H -1.5987 1.2125 1.1449 0.0879
H -2.6686 1.4343 -0.2576 0.0794
H -0.9815 1.9800 -0.3608 0.0767
H -2.2285 -1.1898 0.8854 0.0918
N 1.1803 0.2892 -0.3255 -0.1255
O -2.2272 -1.1640 -0.0907 -0.0576
```

ΔE to the lowest compared entry with this formula, charge and spin: 21.8 kcal per mole
HOMO: -9.065 eV
SMILES: CNC[C@H](C)O
Multiplicity: 1
E: -7863.6072 eV


Record 2
This record from the Open Molecules 2025 dataset describes a cluster of 4 separate species, C4H14O3 in total at a distorted geometry. The level of theory is ωB97M-V/def2-TZVPD.

The geometry in XYZ format:
```
21
Properties=species:S:1:pos:R:3:lowdin_charge:R:1
C 0.5486 0.8277 2.5151 -0.1157
C -0.8946 0.5636 3.0238 -0.2526
C -1.1324 -0.8717 3.3966 -0.2132
C -2.3329 -1.4565 3.3898 -0.0159
H 0.4790 1.7234 1.9156 0.0630
H 1.3299 0.9371 3.2601 0.0627
H 0.9463 -0.0814 2.0613 0.0621
H -1.6144 0.8492 2.2595 0.1071
H -0.9554 1.0903 3.9780 0.1096
H -0.3095 -1.4331 3.8290 0.0972
H -2.5296 -2.2000 4.1551 0.0461
H -3.1296 -1.2984 2.6785 0.0511
H -0.5574 -0.9864 -6.0039 0.0272
H 0.8928 -0.3897 -6.2888 0.0337
O -0.0552 -0.2303 -6.3161 -0.0639
H 4.2320 2.2229 -0.6575 0.0312
H 3.4847 0.8642 -0.4472 0.0277
O 3.3751 1.8152 -0.5117 -0.0603
H 0.0249 -0.7903 -2.3335 0.0344
H -0.7864 0.0049 -3.2752 0.0364
O -0.6291 -0.9186 -3.0359 -0.0680
```

ΔE to the lowest compared entry with this formula, charge and spin: 49.7 kcal per mole
HOMO: -8.990 eV
SMILES: C=CCC.O.O.O
Multiplicity: 1
E: -10515.7751 eV